1.
DFT (wB97M-V/def2-TZVPD) results for a 4-piece molecular cluster, C19H25Br8IO5 overall.

Results
**HOMO level**: -7.405 eV
**Kohn-Sham gap**: 0.2051 Ha

```
58
Properties=species:S:1:pos:R:3:forces:R:3:mulliken_charge:R:1
I 5.726221 -3.038157 1.057615 -1.05 0.68 0.42 -0.017
Br -5.741930 -6.136881 -4.174103 0.02 0.08 -0.08 -0.147
Br 3.273369 3.937122 2.383876 -0.12 -0.07 -0.02 -0.127
Br -2.875634 0.728887 2.753088 -0.07 0.20 0.29 -0.030
Br 2.612732 1.011114 -3.871416 0.02 -0.15 -0.51 -0.046
Br -0.366368 3.126934 -4.405648 0.12 0.03 0.04 -0.122
Br 3.020493 0.433842 3.524148 -4.46 4.26 3.73 -0.031
Br -4.678691 -2.747428 -3.165010 0.02 -0.10 0.09 -0.151
Br -0.591724 3.630138 2.813456 -0.20 -0.01 -0.22 -0.064
O 4.499886 -0.611070 2.593909 2.09 -10.35 -9.55 -0.382
O 4.147957 0.403995 -0.816247 -7.96 0.62 2.55 -0.608
O -1.586619 -3.856418 -0.745826 -0.57 3.62 8.31 -0.520
O -1.533275 1.281168 -0.281651 8.20 -1.93 0.58 -0.640
O -0.432993 -2.694930 1.011319 -2.68 0.12 -0.71 -0.271
C 4.165500 -1.585395 1.716452 1.42 4.75 3.60 -0.024
C -3.030657 2.419818 3.712421 -0.28 -0.10 0.02 -0.602
C 2.195033 2.030243 -1.018973 -4.40 -0.19 1.13 -0.581
C -1.673756 -3.292384 0.491126 0.84 -2.74 -6.25 0.489
C 1.971104 -0.519685 0.409286 -3.58 1.63 -0.27 0.485
C 3.551036 2.031944 4.508414 -0.84 -0.07 0.43 -0.679
C -2.540548 3.574002 2.869280 0.09 0.19 0.07 -0.596
C 1.386012 3.200298 -5.258512 -0.19 0.10 -0.17 -0.573
C 0.475046 -0.282586 0.501664 3.21 -0.04 -0.98 0.575
C -3.104873 -3.370272 1.308699 0.58 -0.18 -0.06 -0.791
C -0.189352 1.064726 -0.230320 -4.90 2.19 -0.69 0.353
C 2.668566 -1.834703 1.096437 -0.53 0.40 0.16 -0.365
C -0.577632 -1.258457 1.293778 -1.02 1.60 0.66 -0.987
C -3.622201 -4.370858 -3.394119 0.17 0.15 -0.03 -0.578
C 2.854332 0.597435 -0.463111 4.86 0.19 -1.96 0.166
C 1.929209 1.813349 -5.512573 0.26 -0.12 0.00 -0.561
C 0.730593 2.272286 -0.910166 4.06 -2.15 0.67 -0.221
C 2.711821 3.223646 4.109916 0.16 0.33 0.24 -0.351
C -4.098630 -5.170135 -4.584669 0.03 -0.21 -0.02 -0.543
H -3.371348 -5.944058 -4.845488 -0.08 0.17 0.10 0.358
H -1.700824 -0.970040 1.032638 2.68 -0.14 0.27 0.260
H 0.280561 3.291153 -1.305216 0.63 -2.64 1.02 0.414
H -4.301302 -4.556189 -5.466568 0.05 -0.08 0.29 0.379
H 3.391857 1.782957 5.561351 0.02 0.20 -0.12 0.342
H 2.788149 1.853384 -6.188315 -0.17 0.07 0.10 0.327
H -0.460559 -1.004816 2.454468 -0.02 -0.85 -2.45 0.327
H -3.020158 -2.988583 2.413983 -0.10 -0.48 -2.30 0.302
H -4.097147 2.526518 3.929534 0.19 0.04 -0.07 0.329
H 4.620654 2.175470 4.331188 -0.28 -0.03 -0.10 0.385
H -3.915592 -2.784372 0.675223 1.82 -1.20 1.40 0.276
H 1.645301 2.996000 4.029520 0.43 -0.08 0.09 0.042
H 2.672205 -2.726500 0.332347 0.21 1.87 1.55 0.565
H 1.184524 1.123188 -5.919038 0.12 0.27 0.12 0.368
H 2.850928 4.046730 4.816391 0.00 -0.09 -0.12 0.338
H 2.029041 3.807100 -4.615041 -0.10 -0.25 -0.16 0.346
H 1.220999 3.728511 -6.201744 0.06 -0.14 0.14 0.348
H 1.969158 -2.147771 2.009911 1.55 0.66 -1.89 0.281
H 2.842167 2.868734 -1.529826 -1.00 -2.26 1.32 0.417
H -3.418695 -4.510618 1.365695 0.81 2.42 -0.36 0.309
H -2.839671 4.528645 3.311086 0.02 -0.21 -0.02 0.406
H -2.888429 3.533224 1.833226 0.09 -0.12 0.27 0.355
H -3.676136 -4.922411 -2.451266 0.03 0.13 -0.31 0.362
H -2.596893 -4.023094 -3.548433 -0.19 -0.11 0.04 0.323
H -2.482819 2.305249 4.651835 -0.07 0.09 -0.29 0.381
```
Positions in Å, forces in eV/Å.

***

2.
DFT (wB97M-V/def2-TZVPD) results for a 2-piece molecular cluster, C4H6N2 overall.

Results
**HOMO level**: -9.380 eV
**Kohn-Sham gap**: 0.3741 Ha
**Energy relative to the best compared isomer or geometry (same formula, charge and spin)**: 592.5 kJ/mol
**SMILES**: CC1=NN1.C#C

```
12
Properties=species:S:1:pos:R:3:forces:R:3:mulliken_charge:R:1
N -1.489438 0.405585 1.153950 -0.17 1.15 -1.06 -0.425
N -1.077945 -1.103228 1.189395 1.39 -0.20 0.02 -0.398
C 1.130753 0.271263 0.797691 2.05 -0.94 -0.55 -1.118
C -0.928621 -0.463469 -1.790783 3.06 1.25 -2.64 -0.377
C -0.270391 -0.205280 0.848918 0.22 0.36 1.21 0.687
C 0.007728 -0.140709 -2.506600 -3.21 -1.33 2.35 -0.559
H 1.398615 1.221974 0.268107 -0.87 -1.30 -0.64 0.311
H 1.603254 0.581682 1.728241 -1.09 -0.29 1.08 0.404
H -1.690902 -0.665125 -1.132822 -1.36 -0.28 0.88 0.581
H 1.800834 -0.619280 0.591642 -0.66 1.18 -0.62 0.300
H 0.780906 -0.132646 -3.181214 1.34 0.39 -1.06 0.402
H -1.264795 0.849234 2.033474 -0.69 0.01 1.04 0.191
```
Positions in Å, forces in eV/Å.

***

3.
DFT (wB97M-V/def2-TZVPD) results for a 3-piece molecular cluster, C3H5NO5 overall.

Results
**HOMO level (spin up / spin down)**: -9.397 / -9.395 eV
**Kohn-Sham gap (spin up / spin down)**: 0.2357 / 0.1930 Ha
**Energy relative to the best compared isomer or geometry (same formula, charge and spin)**: 628.8 kJ/mol

```
14
Properties=species:S:1:pos:R:3:forces:R:3:mulliken_charge:R:1
O -5.580589 -1.134452 -0.724833 2.48 1.10 -1.64 -0.314
O -0.854303 0.266872 -1.566677 -0.52 0.07 -0.64 -0.138
O -5.064007 -0.397604 -2.740614 1.32 -0.53 2.79 -0.302
O 1.135915 0.280570 -0.036576 -1.35 -0.11 -0.70 -0.560
O 1.460114 -0.287025 2.133098 0.25 0.51 -1.50 -0.638
N -4.808321 -0.689458 -1.574633 -3.80 -0.57 -1.16 0.618
C 3.330767 0.538735 0.889628 0.41 0.15 -0.19 -0.822
C -0.754393 -0.064432 -0.391299 2.94 0.11 1.94 0.090
C 1.866201 0.137492 1.040275 -0.72 -0.67 1.68 0.699
H 3.990762 -0.310311 1.118403 -0.41 0.10 -0.02 0.250
H 3.594997 1.324207 1.612149 -0.33 -0.24 -0.12 0.251
H 3.589808 0.902424 -0.107360 -0.24 -0.08 0.08 0.275
H -1.153721 0.551637 0.427314 -0.09 0.33 -0.19 0.296
H -0.753230 -1.118655 -0.078872 0.04 -0.18 -0.34 0.295
```
Positions in Å, forces in eV/Å.